No. 1
Formula: C4H4FNO
Source: the OMol25 dataset
Level of theory: ωB97M-V/def2-TZVPD

Energy relative to the best compared isomer or geometry (same formula, charge and spin) (kJ/mol): 252.4
SMILES string: Oc1[nH]ccc1F
Total charge: 0
Kohn-Sham gap (Eh): 0.3289

Atoms and positions in Å:
1 O 1.881 -1.203 -0.271
2 C 0.690 -0.525 -0.050
3 N -0.553 -1.035 0.110
4 C -1.507 0.056 -0.139
5 C -0.814 1.124 -0.230
6 C 0.588 0.757 0.020
7 F 1.706 1.508 0.043
8 H 2.659 -0.538 0.151
9 H -0.789 -1.996 0.646
10 H -2.524 -0.298 -0.278
11 H -1.337 2.149 -0.001

---

No. 2
Formula: C42H36Cl2IN2O7PPr
Source: the OMol25 dataset
Level of theory: ωB97M-V/def2-TZVPD

Energy relative to the best compared isomer or geometry (same formula, charge and spin) (kJ/mol): 20.1
Total charge: -1
Kohn-Sham gap (spin up / spin down) (Eh): 0.2516 / 0.2518
Multiplicity: 3

Atoms and positions in Å:
1 Pr 0.092 -0.282 -0.513
2 C -2.445 -3.377 -2.887
3 C -0.957 -3.487 -2.802
4 N -0.425 -4.674 -2.906
5 C 0.903 -4.825 -2.814
6 C 1.784 -3.786 -2.662
7 C 3.266 -4.048 -2.624
8 O 3.917 -3.627 -3.815
9 C 1.261 -2.467 -2.604
10 C 2.122 -1.347 -2.686
11 N 1.727 -0.100 -2.737
12 C 2.587 0.847 -3.248
13 C 3.653 0.521 -4.109
14 C 4.465 1.486 -4.663
15 C 4.259 2.826 -4.373
16 C 3.188 3.185 -3.573
17 C 2.361 2.213 -3.044
18 I 0.626 2.873 -1.995
19 C -0.170 -2.286 -2.599
20 O -0.700 -1.139 -2.472
21 H -2.779 -3.512 -3.917
22 H -2.773 -2.408 -2.525
23 H -2.909 -4.150 -2.281
24 H 1.250 -5.849 -2.865
25 H 3.440 -5.120 -2.461
26 H 3.739 -3.502 -1.804
27 H 3.453 -4.035 -4.555
28 H 3.181 -1.584 -2.808
29 H 3.832 -0.513 -4.359
30 H 5.256 1.190 -5.336
31 H 4.900 3.587 -4.790
32 H 2.979 4.224 -3.373
33 C -4.435 1.443 -0.728
34 C -3.324 0.621 -1.377
35 C -3.667 0.255 -2.821
36 O -2.079 1.324 -1.334
37 C -3.153 -0.686 -0.522
38 O -4.122 -1.427 -0.438
39 O -2.027 -0.830 0.029
40 H -4.687 2.318 -1.325
41 H -4.119 1.769 0.260
42 H -5.310 0.810 -0.624
43 H -4.007 1.128 -3.386
44 H -4.451 -0.498 -2.827
45 H -2.776 -0.149 -3.299
46 H -2.184 2.092 -1.915
47 C -4.538 3.742 3.580
48 C -3.893 4.112 2.411
49 C -2.869 3.329 1.915
50 C -2.470 2.170 2.579
51 C -3.118 1.811 3.756
52 C -4.144 2.597 4.252
53 P -1.080 1.275 1.771
54 C -1.056 -0.282 2.747
55 C -2.221 -1.049 2.820
56 C -2.217 -2.266 3.474
57 C -1.053 -2.735 4.066
58 C 0.109 -1.985 3.993
59 C 0.113 -0.767 3.329
60 C 0.301 2.191 2.563
61 C 0.153 2.936 3.708
62 C 1.255 3.589 4.278
63 C 2.485 3.499 3.691
64 C 2.668 2.762 2.502
65 C 3.933 2.648 1.897
66 C 4.078 1.867 0.786
67 C 2.974 1.204 0.226
68 C 1.679 1.271 0.737
69 C 1.564 2.078 1.917
70 H -5.345 4.347 3.967
71 H -4.193 5.010 1.890
72 H -2.355 3.601 1.002
73 H -2.817 0.922 4.292
74 H -4.635 2.316 5.175
75 H -3.125 -0.699 2.340
76 H -3.121 -2.857 3.511
77 H -1.054 -3.689 4.575
78 H 1.025 -2.348 4.440
79 H 1.031 -0.195 3.278
80 H -0.808 3.019 4.194
81 H 1.126 4.148 5.196
82 H 3.346 3.980 4.140
83 H 4.776 3.167 2.334
84 H 5.052 1.752 0.324
85 H 3.184 0.598 -0.653
86 Cl 1.793 -5.022 0.423
87 C 1.104 -3.602 1.219
88 Cl -0.395 -3.106 0.426
89 C 2.159 -2.414 1.105
90 O 3.091 -2.450 1.880
91 O 1.881 -1.595 0.203
92 H 0.885 -3.888 2.249

---

No. 3
Formula: C3H6F2O3Rb
Source: the OMol25 dataset
Level of theory: ωB97M-V/def2-TZVPD

Total charge: -1
Kohn-Sham gap (Eh): 0.2368

Atoms and positions in Å:
1 Rb 3.236 1.225 -1.564
2 F 2.072 0.504 -4.066
3 F 5.991 0.810 -1.428
4 C -1.854 1.225 1.759
5 O -0.745 1.338 0.878
6 C -0.286 0.305 0.193
7 O 0.558 0.391 -0.634
8 O -0.852 -0.846 0.562
9 C -0.508 -1.974 -0.224
10 H -2.780 1.530 1.264
11 H -1.626 1.944 2.549
12 H -2.073 0.263 2.216
13 H 0.534 -1.881 -0.558
14 H -1.004 -1.905 -1.200
15 H -0.663 -2.930 0.256

---

No. 4
Formula: C3H10NOS
Source: the OMol25 dataset
Level of theory: ωB97M-V/def2-TZVPD

Energy relative to the best compared isomer or geometry (same formula, charge and spin) (kJ/mol): 210.1
Total charge: 0
Kohn-Sham gap (spin up / spin down) (Eh): 0.3565 / 0.2600
Multiplicity: 2

Atoms and positions in Å:
1 C -0.859 1.797 0.895
2 S -2.056 0.293 0.459
3 C -0.896 -0.858 1.543
4 H -0.728 2.253 -0.040
5 H -1.308 2.429 1.709
6 H 0.093 1.395 1.280
7 H -0.829 -0.597 2.578
8 H 0.153 -0.765 1.067
9 H -1.292 -1.843 1.339
10 N 0.495 -1.317 -1.781
11 C 1.375 -0.079 -1.641
12 O 2.112 0.183 -0.561
13 H -0.135 -1.466 -0.948
14 H 1.164 -2.047 -1.617
15 H 0.716 0.854 -1.748
16 H 1.996 -0.231 -2.534